The following is a quantum chemistry calculation of a 2-piece molecular cluster, C3H5N3 overall in a non-equilibrium geometry, from OMol25.

```
11
Properties=species:S:1:pos:R:3:forces:R:3
C 1.276683 0.956495 -1.214651 0.03 0.00 -0.08
C 0.942115 1.104229 0.200270 -0.17 0.17 0.97
N 0.688570 1.238359 1.320489 0.29 -0.03 -1.09
N -0.923787 -1.314408 2.088905 -0.12 -0.02 -0.30
N -1.252275 -1.167624 0.910653 0.00 0.02 -0.34
C -1.357199 -0.959058 -0.264867 0.02 -0.11 0.63
H 1.036246 -0.054230 -1.554094 0.04 0.14 0.09
H 0.704811 1.674757 -1.808192 0.08 -0.09 0.09
H 2.342514 1.148237 -1.360735 -0.14 -0.04 0.01
H -1.296770 -2.202003 2.433110 -0.02 0.00 -0.05
H -2.160908 -0.424754 -0.750889 0.00 -0.05 0.08
```
Forces are in eV/Å.

Calculated values
* lowest unoccupied orbital energy: 0.9 eV
* net charge: 0
* energy above the lowest of the compared OMol25 structures with the same formula, charge and spin: 3.659 eV
* strongest force on any atom: 1.13 eV/Å

***

The following is a quantum chemistry calculation of C3H5N3 in the gas phase in a non-equilibrium geometry, from OMol25.

```
11
Properties=species:S:1:pos:R:3:forces:R:3
H 2.616517 -1.416211 0.400996 0.13 -0.01 0.24
N 2.056704 -0.988316 -0.321077 -2.09 2.22 0.67
C 1.202076 -0.142360 0.205166 1.59 -2.13 0.67
N 0.320228 0.594006 -0.553873 0.68 -0.44 -0.85
C -0.999984 0.811871 0.010370 0.39 0.72 1.14
C -1.801762 -0.395519 -0.103194 -2.13 -2.04 -0.23
N -2.451595 -1.361419 -0.170491 1.33 1.81 0.09
H 1.067706 -0.006590 1.322631 0.26 0.00 -1.17
H 0.379368 0.206210 -1.513591 -0.48 0.67 0.64
H -1.505852 1.714084 -0.406440 0.36 -0.84 0.15
H -0.883409 0.984244 1.129505 -0.05 0.04 -1.34
```
Forces are in eV/Å.

Calculated values
* lowest unoccupied orbital energy: 0.7 eV
* net charge: 0
* structure (SMILES): [H]/N=C/NCC#N
* energy above the lowest of the compared OMol25 structures with the same formula, charge and spin: 1.154 eV
* strongest force on any atom: 3.12 eV/Å

***

The following is a quantum chemistry calculation of C3H5N3O in the gas phase, from OMol25.

```
12
Properties=species:S:1:pos:R:3:forces:R:3
N -0.449713 -0.859236 1.984645 -0.10 -0.08 0.01
C -0.414618 -0.329508 0.698602 0.12 0.05 -0.08
C -1.255371 -0.138902 -0.363870 0.11 -0.11 0.17
N -0.402054 0.324547 -1.393622 0.15 0.11 -0.08
C 0.832729 0.385914 -0.870839 -0.12 0.03 -0.06
O 1.902149 0.792128 -1.569532 0.07 0.06 -0.03
N 0.879647 0.019066 0.369874 0.09 0.06 -0.38
H -1.225349 -0.679671 2.603743 0.00 0.18 -0.24
H 0.455515 -0.569923 2.340311 -0.40 -0.31 0.70
H -2.309236 -0.301512 -0.541697 0.27 0.00 0.15
H -0.649457 0.617244 -2.322889 -0.08 -0.06 0.10
H 2.635760 0.739853 -0.934726 -0.11 0.05 -0.28
```
Forces are in eV/Å.

Calculated values
* lowest unoccupied orbital energy: 0.9 eV
* net charge: 0
* structure (SMILES): Nc1c[nH]c(O)n1
* energy above the lowest of the compared OMol25 structures with the same formula, charge and spin: 0.723 eV
* strongest force on any atom: 0.86 eV/Å

***

The following is a quantum chemistry calculation of C3H5N3O in the gas phase, from OMol25.

```
12
Properties=species:S:1:pos:R:3:forces:R:3
H -0.078847 -1.249676 1.341434 -0.32 -0.01 -0.09
N 0.170558 -0.411575 0.832373 -0.13 -0.20 -0.32
C -0.332682 -0.132788 -0.282510 -0.09 -0.23 0.41
C -1.422865 -0.826289 -1.028712 -0.09 -0.10 -0.07
N 0.227557 1.079987 -0.906183 0.42 0.26 0.32
N 1.180130 1.557719 -0.284826 -0.24 -0.31 -0.46
C 1.628779 0.999957 0.999473 0.29 0.23 0.20
O 2.700482 0.479872 1.192527 -0.26 0.32 -0.25
H -1.128561 -1.863417 -1.202160 -0.06 0.04 -0.04
H -1.639076 -0.346545 -1.984741 0.16 0.00 0.15
H -2.340796 -0.838473 -0.432696 0.15 0.02 -0.04
H 1.035320 1.551231 1.756020 0.16 -0.03 0.20
```
Forces are in eV/Å.

Calculated values
* lowest unoccupied orbital energy: -0.7 eV
* net charge: 0
* structure (SMILES): [H]/N=C(C)/N=N\C=O
* energy above the lowest of the compared OMol25 structures with the same formula, charge and spin: 3.331 eV
* strongest force on any atom: 0.60 eV/Å

***

The following is a quantum chemistry calculation of C3H5N3O as an isolated structure in a non-equilibrium geometry, from OMol25.

```
12
Properties=species:S:1:pos:R:3:forces:R:3
N -2.094449 -0.886391 1.037706 0.18 -0.01 -0.05
C -0.782963 -1.054786 0.831759 0.87 -0.11 -0.15
N 0.365153 -1.227352 0.726296 -1.08 0.15 0.11
C 1.563727 0.089617 0.039059 -0.06 0.14 -0.18
O 2.377334 -0.561973 -0.800183 0.06 -0.06 0.22
C 0.666889 1.031080 -0.582282 -0.13 -0.03 0.17
N -0.602838 1.186767 -0.421777 0.32 0.00 -0.07
H -2.666218 -1.603128 0.609478 0.04 0.01 0.03
H -2.337102 0.050058 0.726455 -0.05 -0.03 0.03
H 3.116838 -0.900002 -0.276141 -0.10 0.05 -0.15
H 1.281607 1.788420 -1.091051 -0.05 -0.05 0.02
H -0.887974 2.087691 -0.799324 0.01 -0.07 0.01
```
Forces are in eV/Å.

Calculated values
* lowest unoccupied orbital energy: 0.7 eV
* net charge: 0
* energy above the lowest of the compared OMol25 structures with the same formula, charge and spin: 4.764 eV
* strongest force on any atom: 1.09 eV/Å

***

The following is a quantum chemistry calculation of C3H5N3O in the gas phase, from OMol25.

```
12
Properties=species:S:1:pos:R:3:forces:R:3
N 1.980058 -0.184878 0.130650 -0.05 0.12 -0.09
C 0.627722 0.012774 -0.137012 0.04 0.22 -0.20
C -0.125722 1.121590 -0.070829 0.21 0.10 -0.28
N -1.486630 0.712016 -0.344263 -0.09 0.03 0.77
C -1.452010 -0.602472 0.115393 -0.40 -0.35 -0.09
O -2.186795 -1.134711 0.906580 -0.17 -0.31 -0.91
N -0.226821 -1.090305 -0.409386 0.12 0.10 0.69
H 2.413034 -0.878406 -0.461734 -0.01 -0.01 -0.09
H 2.482493 0.690347 0.058223 0.09 -0.14 0.05
H 0.109109 2.103287 0.311559 0.08 -0.05 -0.43
H -2.254842 1.243629 0.032452 0.14 0.15 0.29
H 0.047531 -2.019200 -0.124050 0.05 0.14 0.30
```
Forces are in eV/Å.

Calculated values
* lowest unoccupied orbital energy: 0.9 eV
* net charge: 0
* structure (SMILES): Nc1c[nH]c(=O)[nH]1
* energy above the lowest of the compared OMol25 structures with the same formula, charge and spin: 1.163 eV
* strongest force on any atom: 0.98 eV/Å